Entry 1:
93
Properties=species:S:1:pos:R:3:forces:R:3 method="wB97M-V/def2-TZVPD" charge=+2 gap_ev=7.62 de_lowest_kcal_mol=44.97 lumo_ha=-0.20819
Pb 0.1072 -0.6900 0.6207 0.0 0.2 0.5
I 1.9868 -2.0003 -1.6157 -0.1 -0.1 -0.2
C 3.5394 -1.7533 -0.2447 0.0 0.0 0.0
C 4.7653 -2.1786 -0.6792 -0.1 0.0 0.0
C 5.8962 -2.0628 0.1473 0.0 0.0 0.0
C 5.7563 -1.5276 1.3897 0.0 0.0 0.0
C 4.4983 -1.0809 1.8589 0.0 0.0 0.0
C 4.4161 -0.5500 3.1659 0.0 0.0 0.0
C 3.2314 -0.1150 3.6672 0.0 0.0 0.0
C 2.0781 -0.1799 2.8632 0.0 0.0 0.0
C 2.1115 -0.6861 1.5939 -0.1 0.1 -0.3
C 3.3320 -1.1713 1.0355 0.1 -0.1 0.0
H 4.8719 -2.6116 -1.6636 0.0 0.0 0.0
H 6.8568 -2.4051 -0.2089 0.0 0.0 0.0
H 6.6082 -1.4370 2.0495 0.0 0.0 0.0
H 5.3202 -0.5010 3.7575 0.0 0.0 0.0
H 3.1613 0.2880 4.6666 0.0 0.0 0.0
H 1.1646 0.2014 3.2855 -0.1 0.0 0.0
N -1.1384 -0.4198 3.0714 0.0 0.2 0.2
C -1.1537 0.9048 3.6347 0.0 0.0 0.0
C -1.6292 1.1582 4.8921 0.0 0.0 0.0
C -1.6109 2.4588 5.4317 0.0 0.1 0.0
C -1.1046 3.4921 4.6987 0.0 -0.1 0.0
C -0.5889 3.2621 3.4019 0.0 0.0 0.0
C -0.0088 4.2974 2.6357 0.0 0.0 -0.1
C 0.5184 4.0107 1.4107 0.0 0.0 0.1
C 0.4460 2.6883 0.9468 0.1 0.0 -0.1
N -0.1036 1.6969 1.6106 -0.1 -0.1 0.1
C -0.6182 1.9598 2.8520 0.0 0.0 0.1
H -2.0758 -0.6672 2.7642 0.0 0.0 -0.1
H -0.8799 -1.1017 3.7800 -0.1 0.3 0.0
H -2.0301 0.3423 5.4809 0.0 0.0 0.0
H -1.9975 2.6268 6.4261 0.0 0.0 0.0
H -1.0792 4.4960 5.0985 0.0 0.0 0.0
H 0.0195 5.3013 3.0384 0.0 0.0 0.0
H 0.9810 4.7658 0.7935 0.0 0.0 0.0
H 0.8525 2.4557 -0.0295 0.0 0.0 0.0
C 1.1561 -4.0472 1.2820 0.1 -0.1 0.0
N -0.0497 -3.2124 1.2869 0.1 -0.3 0.1
C -0.6197 -3.2236 2.6401 -0.1 -0.4 0.0
C -1.0250 -3.7091 0.3100 0.0 -0.1 -0.1
C -2.1699 -2.7429 0.2124 -0.2 0.0 0.0
C -3.4839 -3.1757 0.0502 0.1 0.0 0.0
C -4.5297 -2.2672 0.0127 0.0 0.0 0.0
C -4.2851 -0.9092 0.1695 0.0 0.0 0.0
C -2.9810 -0.4610 0.3351 -0.1 0.0 0.0
C -1.9491 -1.3856 0.3402 0.1 0.4 -0.2
H 0.9365 -5.0529 1.6583 0.0 0.0 0.0
H 1.9129 -3.5957 1.9226 0.0 0.0 0.0
H 1.5532 -4.1384 0.2725 0.0 0.0 0.1
H -0.8119 -4.2496 2.9772 0.0 0.0 0.0
H -1.5659 -2.6814 2.6610 0.1 -0.3 -0.1
H 0.0824 -2.7624 3.3343 0.1 -0.1 0.0
H -1.4035 -4.7079 0.5682 0.1 0.1 0.1
H -0.5223 -3.7915 -0.6583 0.0 0.0 0.0
H -3.6849 -4.2358 -0.0370 0.0 0.0 0.0
H -5.5431 -2.6218 -0.1142 0.0 0.0 0.0
H -5.1017 -0.2009 0.1679 0.0 0.0 0.0
H -2.7883 0.5986 0.4517 0.0 0.0 0.0
C -3.7588 3.8064 -2.4741 0.0 0.0 0.0
C -3.3105 3.0379 -3.5389 0.0 0.0 0.0
C -2.3017 2.1093 -3.3503 0.0 0.0 0.0
C -1.7163 1.9435 -2.0924 0.0 -0.1 -0.1
C -2.1847 2.7094 -1.0291 0.0 0.0 0.0
C -3.1985 3.6366 -1.2183 0.0 0.0 0.0
P -0.3466 0.7508 -1.9084 0.0 0.0 -0.1
C -0.8326 -0.5662 -3.0691 0.1 0.0 0.0
C 0.0151 -1.0132 -4.0834 0.0 0.0 0.0
C -0.3688 -2.0616 -4.9076 0.0 0.0 0.0
C -1.6055 -2.6651 -4.7353 0.0 0.0 0.0
C -2.4675 -2.2044 -3.7493 0.0 0.0 0.0
C -2.0875 -1.1603 -2.9230 0.0 0.0 0.1
C 1.1275 1.5438 -2.6212 0.0 0.0 0.1
C 1.0986 2.1301 -3.8863 0.0 0.1 0.0
C 2.2311 2.7402 -4.3986 0.0 0.0 0.0
C 3.4032 2.7746 -3.6556 0.0 0.0 0.0
C 3.4448 2.1918 -2.3981 0.0 0.0 0.0
C 2.3121 1.5779 -1.8871 0.0 -0.1 0.0
H -4.5486 4.5290 -2.6231 0.0 0.0 0.0
H -3.7521 3.1560 -4.5181 0.0 0.0 0.0
H -1.9906 1.4959 -4.1851 0.0 0.0 0.0
H -1.7655 2.5905 -0.0413 0.0 0.0 0.0
H -3.5514 4.2239 -0.3819 0.0 0.0 0.0
H 0.9653 -0.5248 -4.2555 0.0 0.0 0.0
H 0.2931 -2.3924 -5.6958 0.0 0.0 0.0
H -1.9077 -3.4755 -5.3842 0.0 0.0 0.0
H -3.4458 -2.6501 -3.6313 0.0 0.0 0.0
H -2.7814 -0.7948 -2.1769 0.0 0.0 0.0
H 0.1953 2.1142 -4.4795 -0.1 0.0 0.0
H 2.1976 3.1916 -5.3798 0.0 0.0 0.0
H 4.2840 3.2540 -4.0593 0.0 0.0 0.0
H 4.3578 2.2081 -1.8189 0.0 0.0 0.0
H 2.3698 1.0992 -0.9143 0.0 0.0 0.0



Entry 2:
98
Properties=species:S:1:pos:R:3:forces:R:3 method="wB97M-V/def2-TZVPD" charge=+1 gap_ev="6.44 / 6.36" de_lowest_kcal_mol=2.93 multiplicity=2 lumo_ha="-0.12822 / -0.13982"
Ti -1.0957 -0.1238 -0.8722 -0.4 -0.8 -0.2
C -2.1840 2.5315 -5.5040 0.0 0.0 0.0
C -0.8635 2.4596 -5.0885 0.0 0.0 0.0
C -0.5577 2.2072 -3.7571 0.0 0.0 0.0
C -1.5796 2.0171 -2.8349 -0.1 0.0 0.0
C -2.9069 2.1015 -3.2508 0.0 0.0 0.0
C -3.2060 2.3579 -4.5789 0.0 0.0 0.0
N -1.3047 1.7134 -1.4594 0.3 0.1 -0.3
C -1.4940 2.6953 -0.5117 0.0 0.0 0.0
C -1.6168 4.0658 -0.7664 0.0 0.0 0.0
C -1.7972 4.9359 0.2900 0.0 0.0 0.0
C -1.8738 4.4790 1.6117 0.0 0.0 0.0
C -1.7729 3.1319 1.8790 0.0 -0.1 0.0
C -1.5742 2.2479 0.8176 0.0 0.3 0.0
N -1.4517 0.8629 0.9191 -0.2 0.1 0.5
N -1.8027 0.3167 2.0097 0.2 0.1 0.1
C -1.6883 -1.0639 1.9332 -0.1 -0.1 0.0
C -2.1593 -1.8441 2.9856 0.2 0.0 0.0
C -2.0891 -3.2141 2.8577 0.0 -0.1 0.0
C -1.5664 -3.7678 1.6884 0.0 0.0 0.1
C -1.1494 -2.9232 0.6827 0.0 0.0 0.0
N -1.2096 -1.5914 0.7991 0.2 0.1 -0.3
H -2.4181 2.7314 -6.5412 0.0 0.0 0.0
H -0.0620 2.6118 -5.8006 0.0 0.0 0.0
H 0.4705 2.1759 -3.4300 0.1 0.0 0.0
H -3.6950 1.9558 -2.5233 0.0 0.0 0.0
H -4.2394 2.4222 -4.8937 0.0 0.0 0.0
H -1.5686 4.4295 -1.7842 0.0 0.0 0.0
H -1.8837 5.9959 0.0892 0.0 0.0 0.0
H -2.0192 5.1824 2.4196 0.0 0.0 0.0
H -1.8497 2.7459 2.8865 0.0 0.0 0.0
H -2.5622 -1.3551 3.8604 0.0 0.0 0.0
H -2.4432 -3.8570 3.6522 0.0 0.0 0.0
H -1.4975 -4.8380 1.5587 0.0 0.0 0.0
H -0.7628 -3.3041 -0.2557 0.0 0.0 0.0
C 2.1734 -0.5252 4.5804 0.0 0.0 0.0
C 0.9902 0.3142 4.1074 0.0 0.0 0.0
C 0.4740 1.2311 5.2117 0.0 0.0 0.0
C 1.2981 1.1299 2.8427 0.0 0.0 0.0
C 2.5825 1.9565 2.9226 0.0 0.0 0.0
O 3.5423 1.1421 2.2238 0.0 0.0 0.0
C 2.8052 0.2620 1.5020 0.0 0.1 0.0
N 1.5521 0.2254 1.7006 0.0 -0.1 0.0
C 3.6132 -0.5978 0.6130 0.0 -0.1 0.0
C 4.8902 -0.9107 1.0757 0.0 0.0 0.0
C 5.7450 -1.7151 0.3435 0.0 0.0 0.0
C 5.3346 -2.1910 -0.8878 0.0 0.0 0.0
C 4.0750 -1.8654 -1.3666 0.0 0.0 0.0
C 3.1826 -1.0872 -0.6284 0.1 -0.1 -0.1
P 1.6364 -0.5185 -1.4666 -0.2 0.1 0.2
C 2.2560 1.1010 -2.0292 0.1 0.0 0.1
C 3.1178 1.2645 -3.1115 0.0 0.0 0.0
C 3.5786 2.5278 -3.4485 0.0 0.0 0.0
C 3.2125 3.6310 -2.6869 0.0 0.0 0.0
C 2.3920 3.4684 -1.5803 0.0 0.0 0.0
C 1.9117 2.2084 -1.2553 0.0 0.0 0.0
C 1.5243 -1.6044 -2.9291 0.0 0.1 -0.1
C 1.5596 -2.9882 -2.7551 0.0 0.0 0.0
C 1.3516 -3.8405 -3.8282 0.0 0.0 0.0
C 1.0859 -3.3193 -5.0890 0.0 0.0 0.0
C 1.0043 -1.9449 -5.2605 0.0 0.0 0.0
C 1.2158 -1.0914 -4.1860 0.0 0.0 0.0
H 1.8802 -1.1376 5.4339 0.0 0.0 0.0
H 3.0104 0.0979 4.9029 0.0 0.0 0.0
H 2.5266 -1.1970 3.7964 0.0 0.0 0.0
H 0.1872 -0.3736 3.8315 0.0 0.0 0.0
H 1.2312 1.9593 5.5138 0.0 0.0 0.0
H 0.2069 0.6560 6.0988 0.0 0.0 0.0
H -0.4118 1.7780 4.8835 0.0 0.0 0.0
H 0.4417 1.7683 2.6280 0.0 0.0 0.0
H 2.9485 2.1317 3.9315 0.0 0.0 0.0
H 2.5018 2.9085 2.3940 0.0 0.0 0.0
H 5.2069 -0.5122 2.0290 0.0 0.0 0.0
H 6.7270 -1.9523 0.7295 0.0 0.0 0.0
H 5.9940 -2.8023 -1.4894 0.0 0.0 0.0
H 3.7949 -2.2199 -2.3465 0.1 0.0 0.0
H 3.4278 0.4079 -3.6975 0.0 0.0 0.0
H 4.2345 2.6508 -4.3003 0.0 0.0 0.0
H 3.5760 4.6149 -2.9530 0.0 0.0 0.0
H 2.1116 4.3222 -0.9768 0.0 0.0 0.0
H 1.2559 2.0868 -0.4016 0.0 0.0 0.0
H 1.7799 -3.4045 -1.7781 0.0 0.0 0.0
H 1.4087 -4.9117 -3.6834 0.0 0.0 0.0
H 0.9401 -3.9827 -5.9318 0.0 0.0 0.0
H 0.7801 -1.5308 -6.2352 0.0 0.0 0.0
H 1.1282 -0.0232 -4.3343 0.0 0.0 0.0
O -1.3156 -1.3915 -2.3707 0.2 -0.2 0.2
N -2.4580 -2.0072 -2.7059 -0.1 0.0 0.0
C -2.3821 -2.9556 -3.6651 0.0 0.0 0.0
C -3.5063 -3.6150 -4.0676 0.0 0.0 0.0
C -4.7288 -3.2868 -3.4686 0.0 0.0 0.0
C -4.7764 -2.3259 -2.4924 0.0 0.0 0.0
C -3.6084 -1.6614 -2.0831 0.1 0.0 0.0
S -3.5443 -0.4705 -0.8638 -0.1 0.1 0.1
H -1.3872 -3.1142 -4.0531 0.0 0.0 0.0
H -3.4357 -4.3698 -4.8358 0.0 0.0 0.0
H -5.6352 -3.7922 -3.7728 0.0 0.0 0.0
H -5.7031 -2.0568 -2.0073 0.0 0.0 0.0